# 1
10
Properties=species:S:1:pos:R:3 method="wB97M-V/def2-TZVPD" homo_energy_ev=-10.6 charge=0 gap_ha=0.4099 smiles=Cn1ncnn1 e_lumo_ev=0.600
N 1.653 -0.946 -0.232
N 0.789 0.982 0.708
N 0.441 -1.201 -0.011
N -0.194 -0.223 0.596
C 1.861 0.442 0.233
C -1.588 -0.028 0.089
H 2.881 0.841 0.099
H -1.563 0.109 -0.999
H -1.953 0.872 0.567
H -2.298 -0.845 0.306

=====

# 2
5
Properties=species:S:1:pos:R:3 method="wB97M-V/def2-TZVPD" homo_energy_ev="-11.9 / -9.7" charge=0 gap_ha="0.3695 / 0.2649" e_lumo_ev="-1.864 / -2.481"
S 0.760 0.705 -0.508
F -1.439 1.036 0.303
F -0.564 -1.816 -0.300
N -0.388 0.235 0.509
H 1.632 -0.160 -0.003

=====

# 3
19
Properties=species:S:1:pos:R:3 method="wB97M-V/def2-TZVPD" homo_energy_ev=-0.1 charge=-2 gap_ha=0.2199 e_lumo_ev=5.930
S -2.915 -0.333 -2.188
O 0.335 2.045 -2.058
O 2.965 -1.195 0.854
N 1.059 0.235 0.541
C -1.570 -0.905 -1.073
C -1.388 0.042 0.118
C 2.297 -0.157 1.353
C -0.203 -0.350 1.036
H -1.255 1.055 -0.244
H -0.389 0.068 2.030
H -0.640 -0.918 -1.615
H -0.124 -1.432 1.111
H 1.920 -0.333 2.393
H 0.470 1.771 -1.133
H -0.503 1.586 -2.234
H 2.872 0.804 1.354
H -2.290 0.105 0.737
H -1.864 -1.856 -0.632
H 1.223 -0.229 -0.351

=====

# 4
87
Properties=species:S:1:pos:R:3 method="wB97M-V/def2-TZVPD" homo_energy_ev=-7.7 charge=0 gap_ha=0.3021 e_lumo_ev=0.536
S 4.646 -0.746 1.400
S -1.285 -0.819 -5.720
S -0.371 4.975 -0.894
S -3.713 -0.879 4.010
Si 0.166 -1.747 -1.006
O -2.136 -1.984 -5.846
O -0.798 4.923 -2.278
O 0.976 5.343 -0.512
O 1.982 -0.496 2.575
O -1.214 -0.040 -4.499
O 3.360 -0.166 1.730
O -2.366 -0.510 4.392
O 0.686 1.509 3.149
O 4.966 -2.130 1.678
O -4.140 -0.931 2.626
O 0.477 0.440 0.828
N 0.216 -1.993 4.015
C 0.538 -2.591 2.629
C -1.608 0.273 -7.096
C 1.583 -1.686 1.751
C -1.271 -0.529 -1.564
C -5.620 -0.838 5.857
C 5.931 0.280 2.088
C 6.965 0.383 0.976
C -0.567 -3.474 -0.579
C -0.325 0.308 -7.924
C -4.700 -2.024 6.141
C -2.279 5.015 0.954
C 1.009 0.590 2.219
C -4.862 0.122 4.942
C 0.367 -1.270 -6.209
C 6.169 0.599 -0.311
C -1.359 3.829 1.238
C -4.118 -2.427 4.794
C 1.327 -1.890 -2.579
C 5.021 -0.409 -0.314
C -1.520 5.976 0.039
C 0.395 -1.023 -7.710
C 1.075 -0.857 0.434
C -0.777 3.427 -0.109
H -2.593 5.514 1.876
H -3.225 -3.048 4.880
H 7.535 -0.551 0.906
H -0.143 -1.822 -8.233
H 5.315 -1.350 -0.788
H 0.315 1.129 -7.578
H 0.117 2.806 -0.023
H 2.114 -0.525 -0.050
H 1.097 -3.616 2.879
H -4.868 -2.929 4.175
H 5.495 1.258 2.311
H 5.765 1.618 -0.323
H -0.498 -2.793 2.127
H 0.212 -4.181 -0.018
H -1.728 -0.044 -0.574
H -5.934 -0.340 6.779
H -1.871 1.265 -6.719
H -2.131 -1.116 -2.099
H -2.443 -0.141 -7.669
H 7.671 1.198 1.158
H -6.526 -1.193 5.350
H -0.627 -1.379 3.846
H -1.543 -3.329 0.089
H 0.566 -2.309 -5.941
H -1.527 2.925 -0.728
H 1.419 -0.997 -8.095
H -2.194 6.492 -0.650
H -0.802 0.324 -2.235
H -0.905 -3.980 -1.603
H 6.324 -0.174 2.999
H 4.133 -0.006 -0.807
H 0.617 -1.669 -3.499
H 6.798 0.484 -1.199
H -3.896 -1.715 6.820
H -0.542 0.485 -8.982
H -3.185 4.661 0.447
H -0.152 -2.788 4.602
H 1.064 -0.606 -5.688
H -5.239 -2.853 6.610
H 1.656 -3.031 -2.627
H 2.248 -1.170 -2.530
H -5.535 0.638 4.254
H 2.504 -2.377 1.490
H -0.555 4.139 1.916
H -1.897 3.001 1.706
H -4.286 0.852 5.518
H -0.945 6.706 0.614

=====

# 5
51
Properties=species:S:1:pos:R:3 method="wB97M-V/def2-TZVPD" homo_energy_ev="-1.8 / -1.9" spin_multiplicity=2 charge=-2 gap_ha="0.2120 / 0.2141" s_squared=0.76 e_lumo_ev="3.958 / 3.957"
Rb 0.869 0.074 0.258
S 1.306 -3.030 1.258
S 3.409 1.426 -2.022
S -0.552 -0.806 3.088
F 3.427 -1.634 0.481
F 1.598 -0.301 4.704
F -0.323 0.157 5.554
F 3.914 -3.316 1.784
F 3.406 -3.664 -0.285
F 0.314 -1.900 5.398
O 0.532 0.930 -2.545
O -2.592 -1.024 0.125
O -2.737 2.031 -0.098
O -1.935 -1.001 3.558
O 1.155 -4.470 1.419
O 0.132 2.935 0.169
O 0.658 -2.531 0.027
O -0.265 0.571 2.607
N 1.279 -2.121 2.478
N 1.328 -0.053 -2.869
C 0.350 3.621 -1.047
C -2.126 -0.827 -1.195
C 1.472 -2.290 -3.708
C -2.311 3.321 0.267
C 2.690 0.026 -2.656
C 3.110 -2.904 0.788
C -0.945 3.397 0.943
C -3.098 1.218 1.013
C -3.595 -0.133 0.540
C 0.334 -0.722 4.761
C 2.847 -2.281 -3.467
C 0.759 -1.164 -3.398
C 3.421 -1.144 -2.961
H -2.258 1.073 1.692
H -0.927 2.795 1.852
H -0.309 -1.059 -3.514
H -4.084 -0.612 1.391
H -2.312 3.908 -0.654
H 3.449 -3.162 -3.649
H 0.415 4.706 -0.870
H -3.914 1.711 1.569
H -2.917 -1.042 -1.932
H 4.479 -1.104 -2.746
H 1.281 3.236 -1.461
H -3.042 3.784 0.951
H -1.772 0.192 -1.362
H -0.441 3.418 -1.775
H 0.955 -3.161 -4.085
H -0.783 4.452 1.225
H -4.340 0.011 -0.260
H -1.311 -1.536 -1.339

=====

# 6
73
Properties=species:S:1:pos:R:3 method="wB97M-V/def2-TZVPD" homo_energy_ev="-6.4 / -7.8" spin_multiplicity=5 charge=0 gap_ha="0.2011 / 0.2467" s_squared=6.08 e_lumo_ev="-0.879 / -1.040"
Cr 1.548 2.314 -0.744
Si 1.875 -2.225 1.021
Si -0.456 -2.383 -1.953
Si -1.714 -1.162 1.220
Si 0.179 -1.056 -0.133
N -0.468 2.539 -1.156
N 0.698 2.728 1.170
C -3.200 -0.606 0.189
C -0.587 3.200 1.122
C 2.837 1.044 0.302
C -1.667 -1.409 -3.034
C -2.610 3.339 -0.389
C 1.586 -4.082 0.965
C -1.943 -2.930 1.852
C -2.337 2.630 -2.654
C 1.120 -2.781 -2.916
C 1.710 3.990 -1.936
C -1.228 3.716 2.257
C 0.586 2.897 3.570
C 1.244 2.544 2.395
C -1.258 3.042 -0.161
C -1.253 -4.013 -1.429
C 1.659 0.824 -2.201
C -1.591 -0.046 2.737
C -0.990 2.404 -2.392
C -3.165 3.116 -1.641
C -0.650 3.543 3.510
C 1.810 -1.521 2.776
C 3.619 -2.005 0.306
H -1.237 -0.466 -3.396
H -2.155 4.263 2.113
H -3.181 3.775 0.424
H -0.573 0.022 3.135
H 3.493 1.761 0.842
H 3.595 -1.807 -0.772
H -4.208 3.345 -1.844
H 1.981 1.429 -3.070
H -2.238 -0.429 3.543
H 2.227 2.073 2.435
H 2.150 3.678 -2.912
H -3.497 -1.351 -0.559
H 2.475 4.639 -1.455
H -2.597 -1.165 -2.506
H 3.526 0.482 -0.352
H 2.686 -1.889 3.331
H -2.275 -3.626 1.075
H -1.919 0.975 2.507
H 0.839 4.620 -2.177
H 4.192 -2.929 0.467
H -0.709 -4.523 -0.625
H -1.928 -2.019 -3.914
H -2.291 -3.871 -1.103
H -4.060 -0.443 0.859
H 0.760 -4.402 1.610
H 0.912 -1.857 3.309
H 2.402 0.027 -2.065
H 1.079 2.682 4.514
H -1.032 -3.338 2.306
H 4.162 -1.183 0.788
H 0.713 0.342 -2.514
H -1.268 -4.686 -2.300
H 2.511 -4.560 1.324
H 1.828 -0.425 2.827
H 2.427 0.374 1.066
H -3.001 0.340 -0.333
H 1.485 -1.904 -3.466
H 1.399 -4.443 -0.056
H -2.716 -2.904 2.634
H 1.932 -3.140 -2.269
H 0.889 -3.573 -3.645
H -2.692 2.443 -3.658
H -1.141 3.903 4.411
H -0.298 2.109 -3.182

=====

# 7
15
Properties=species:S:1:pos:R:3 method="wB97M-V/def2-TZVPD" homo_energy_ev=-14.1 charge=+1 gap_ha=0.3340 e_lumo_ev=-5.026
S 1.757 0.772 0.400
P -0.254 0.621 -0.136
N -1.149 1.998 -0.063
N -0.406 0.156 -1.767
N -1.212 -1.176 0.956
C 2.005 -1.065 0.604
H -2.139 -1.049 0.491
H -1.294 2.719 -0.873
H 2.802 -1.455 -0.147
H 0.974 -1.330 0.627
H 2.450 -1.288 1.556
H 0.299 -0.319 -2.291
H -1.396 -0.875 1.941
H -1.302 -0.193 -2.131
H -1.134 2.484 0.836

=====

# 8
12
Properties=species:S:1:pos:R:3 method="wB97M-V/def2-TZVPD" homo_energy_ev=-15.5 charge=+1 gap_ha=0.4085 e_lumo_ev=-4.350
S 1.956 0.552 0.486
O 2.115 0.084 1.822
O 0.726 1.237 0.164
N 3.030 0.598 -0.597
N -1.936 0.510 -0.020
C -1.468 -0.773 -0.259
C -1.146 -1.884 -0.551
H 3.828 -0.015 -0.364
H -1.127 -2.874 -0.753
H -2.732 0.392 0.642
H -2.184 0.956 -0.888
H -1.062 1.217 0.318

=====

# 9
23
Properties=species:S:1:pos:R:3 method="wB97M-V/def2-TZVPD" homo_energy_ev=-9.0 charge=0 gap_ha=0.3623 smiles=CC(C)CNCCO e_lumo_ev=0.896
O 0.050 1.913 -1.114
N 1.515 -0.681 -0.590
C 1.348 1.665 -1.613
C -1.808 -1.240 -0.265
C 0.576 -0.891 0.532
C 2.054 0.741 -0.511
C -1.435 -0.341 1.968
C -0.894 -0.524 0.586
H 1.282 1.370 -2.625
H -0.390 1.005 -1.131
H -0.821 0.604 0.089
H -2.549 -0.117 1.816
H 3.149 0.560 -0.440
H -2.838 -0.733 -0.270
H 0.865 -2.057 0.687
H -1.063 -1.058 2.618
H 0.822 -0.912 -1.403
H 1.167 -0.411 1.458
H 1.819 2.630 -1.453
H -1.117 0.680 2.494
H -1.501 -1.180 -1.328
H 1.855 1.212 0.518
H -2.086 -2.236 -0.023

=====

# 10
19
Properties=species:S:1:pos:R:3 method="wB97M-V/def2-TZVPD" homo_energy_ev=-10.2 charge=0 gap_ha=0.3715 smiles="CC1(C(=O)S(N)(=O)=O)CC1" e_lumo_ev=-0.063
S -2.357 0.193 0.064
O -0.855 -2.062 0.143
O -2.673 0.534 1.430
O -2.494 1.120 -1.046
N -3.330 -1.161 -0.374
C 1.762 -0.515 0.704
C 1.558 -0.747 -0.713
C 0.465 1.513 -0.259
C 0.492 -0.007 0.018
C -0.781 -0.861 0.037
H -3.664 -1.653 0.444
H -0.118 1.756 -1.229
H 0.038 2.071 0.592
H -2.798 -1.811 -0.917
H 1.601 1.801 -0.374
H 2.301 0.333 1.071
H 2.092 -0.344 -1.585
H 1.290 -1.780 -0.878
H 1.617 -1.232 1.532

=====

# 11
49
Properties=species:S:1:pos:R:3 method="wB97M-V/def2-TZVPD" homo_energy_ev=-10.4 charge=+1 gap_ha=0.2817 e_lumo_ev=-2.753
Ca 0.069 -0.166 -0.055
Cl 3.965 -2.640 -1.929
Cl 0.346 -6.309 -3.389
O 1.635 -1.043 -1.030
N 0.652 1.067 -2.729
N -0.151 1.449 -1.694
N -1.000 -1.873 -1.099
N 0.429 -1.458 4.311
N -0.036 -0.957 2.067
C 1.351 -2.244 -1.529
C -1.713 -4.286 -2.270
C 2.304 -3.110 -2.003
C 2.345 -1.351 5.903
C 0.375 1.736 -3.854
C 0.370 -0.617 3.273
C 0.094 -2.874 4.119
C 0.878 -1.052 5.653
C 0.700 -4.770 -2.672
C 0.779 0.815 3.499
C -0.346 -3.942 -2.196
C -0.648 2.614 -3.573
C -0.015 -2.701 -1.616
C -0.937 2.393 -2.225
C -2.262 -2.246 -1.198
C 1.186 -3.685 3.428
C 1.986 -4.363 -2.570
C -2.669 -3.446 -1.785
H -1.116 3.311 -4.248
H -0.849 -2.939 3.573
H 0.254 -1.586 6.367
H 1.747 0.892 3.989
H -3.721 -3.693 -1.841
H -0.112 -3.278 5.107
H -0.300 -1.937 2.048
H -1.993 -5.229 -2.722
H 2.103 -3.690 4.017
H 2.978 -0.899 5.137
H 0.843 1.341 2.554
H -3.004 -1.572 -0.788
H 2.539 -2.425 5.908
H 2.649 -0.956 6.874
H 1.353 0.352 -2.551
H 0.046 1.335 4.117
H 0.860 -4.719 3.301
H 0.664 0.000 5.802
H 0.926 1.547 -4.763
H 2.783 -4.997 -2.933
H 1.434 -3.290 2.443
H -1.679 2.880 -1.610

=====

# 12
6
Properties=species:S:1:pos:R:3 method="wB97M-V/def2-TZVPD" homo_energy_ev="-9.3 / -9.4" charge=0 gap_ha="0.3097 / 0.2983" e_lumo_ev="-0.922 / -1.254"
Cl 2.504 -0.704 0.611
P -0.954 0.901 0.531
O -0.518 1.759 -0.541
O -1.784 -0.317 -0.189
N -2.663 -1.220 -0.243
H 3.415 -0.419 -0.169

=====

Which E belongs to each record? In order, -8096.793; -17770.357; -20745.134; -99835.404; -82597.039; -86438.511; -25769.940; -20053.662; -9999.416; -23796.355; -72003.018; -27408.668 eV.